No. 1
The following is a DFT calculation (ωB97M-V with the def2-TZVPD basis set) of an isolated molecule of C6H9BO4.

Cartesian coordinates (Å):
B: -2.68163 1.79539 -0.77978
C: -0.59120 3.35402 -0.76713
C: -1.22329 2.26492 -0.57418
C: -2.49058 0.25596 -0.93206
C: -1.03304 -0.02616 -0.68024
C: 1.73233 -0.63926 0.06476
C: 1.05158 -1.24835 -1.18567
O: -3.25015 -0.68950 -0.94999
O: -0.36620 1.01192 -0.43767
O: 0.69355 3.63048 -0.99062
O: -0.42609 -1.12853 -0.98396
H: -3.11663 2.45802 -1.70335
H: -3.32198 2.07655 0.21896
H: -1.14574 4.29688 -0.61429
H: 1.18798 -0.97963 0.98457
H: 2.72396 -1.04402 0.26787
H: 1.53466 0.37109 0.08689
H: 1.31704 -2.30890 -1.32754
H: 1.44240 -0.65023 -2.04933
H: 1.32794 2.87148 -0.74530

## Properties
Energy above the lowest of the compared OMol25 structures with the same formula, charge and spin (kJ/mol): 328.4
Multiplicity: 1
F_max (eV/A): 3.784
E_HOMO (spin up / spin down) (eV): -8.6 / -8.6
Calculated total energy (eV): -15229.996



No. 2
The following is a DFT calculation (ωB97M-V with the def2-TZVPD basis set) of a structure of composition C6H9Br2N2O2.

Cartesian coordinates (Å):
C: -0.20134 -0.90959 0.77602
C: 3.40595 0.01065 -0.01997
C: -2.31624 0.45457 0.07232
C: -2.16920 -0.21759 1.45846
C: -1.46196 -0.27828 -0.98480
C: -0.61339 -0.11396 1.69330
N: 2.65542 0.74612 -0.81016
N: -0.51000 -1.22565 -0.43023
O: 3.25243 1.44305 -1.88461
O: 1.40967 0.78915 -0.71318
Br: 2.60961 -1.02147 1.24596
Br: 5.18923 -0.31255 -0.37272
H: -3.38540 0.62028 -0.28979
H: -1.64759 1.33832 0.08085
H: -2.75766 0.31856 2.21578
H: -2.36730 -1.29059 1.39204
H: -2.10308 -0.93747 -1.61199
H: -0.90552 0.42623 -1.50542
H: -0.10617 0.21447 2.61606
H: 2.55765 2.16321 -2.15133
H: -0.53512 -2.21748 -0.77659

## Properties
Energy above the lowest of the compared OMol25 structures with the same formula, charge and spin (kJ/mol): 77.8
Multiplicity: 1
F_max (eV/A): 3.096
Charge: +1
E_HOMO (spin up / spin down) (eV): -12.3 / -12.3
Calculated total energy (eV): -153514.194



No. 3
The following is a DFT calculation (ωB97M-V with the def2-TZVPD basis set) of the ion C6H9BrClN2 with charge +1.

Cartesian coordinates (Å):
C: -2.33328 -0.10472 -1.46472
C: -1.72805 -1.22515 -0.97109
N: -0.43483 -1.55897 -1.32631
C: 0.80181 -1.38354 -1.41159
N: 1.73191 -0.56478 -0.77794
C: 1.61367 0.17262 0.33803
Cl: 2.95536 0.83406 1.04126
C: 0.29567 0.52115 0.91673
C: 0.33271 1.76639 1.82741
Br: -0.11598 -1.04233 2.04921
H: -1.85119 0.78152 -1.84102
H: -3.37392 -0.06866 -1.33462
H: -2.38992 -2.03875 -0.56649
H: 1.36913 -1.95997 -2.10989
H: 2.70080 -0.72509 -1.02601
H: -0.59367 0.27949 0.33227
H: 0.88878 1.62896 2.81104
H: -0.72822 2.04398 2.10788
H: 0.85923 2.64380 1.40586

## Properties
Energy above the lowest of the compared OMol25 structures with the same formula, charge and spin (kJ/mol): 184.5
Multiplicity: 1
F_max (eV/A): 4.188
Charge: +1
E_HOMO (eV): -12.6
Calculated total energy (eV): -91903.385
Structure (SMILES): C=C/N=C\[NH+]=C(\Cl)[C@H](C)Br



No. 4
The following is a DFT calculation (ωB97M-V with the def2-TZVPD basis set) of the ion C6H9BrNO with charge +1.

Cartesian coordinates (Å):
N: 0.94817 1.65940 2.11769
C: 0.84959 0.80452 0.99253
Br: 1.55770 -1.04366 1.31854
C: 0.43418 1.21835 -0.14711
C: 0.40355 0.74624 -1.44315
C: 0.15428 -0.48067 -1.91356
C: -0.71018 -1.43526 -1.33666
C: -1.41923 -1.41367 -0.23533
O: -2.16954 -2.32015 0.29509
H: 0.39041 2.51197 2.17822
H: 1.97388 1.99348 2.42149
H: 0.77156 0.89603 2.84953
H: 0.16754 2.29044 -0.17720
H: 0.86344 1.51805 -2.04345
H: 0.36570 -0.90587 -3.00602
H: -0.73291 -2.32630 -2.05276
H: -1.53640 -0.49732 0.27735
H: -2.31175 -3.21558 -0.09519

## Properties
Energy above the lowest of the compared OMol25 structures with the same formula, charge and spin (kJ/mol): 86.2
Multiplicity: 1
F_max (eV/A): 5.179
Charge: +1
E_HOMO (eV): -11.5
Calculated total energy (eV): -79937.354
Structure (SMILES): [NH3+]/C(Br)=C/C=C\C=C\O



No. 5
The following is a DFT calculation (ωB97M-V with the def2-TZVPD basis set) of the ion C6H9BrNO2 with charge +1.

Cartesian coordinates (Å):
C: 1.42433 2.32830 0.11752
C: 0.45976 1.16972 0.10351
C: 0.86376 -0.09354 0.67530
C: 0.39305 -1.38955 0.61196
C: -0.46142 -2.28954 -0.12277
N: -0.58713 -2.25451 -1.42463
O: -1.03499 -3.26567 0.56698
C: -0.83787 1.58182 0.01772
O: -1.00499 2.79075 -0.38737
Br: -2.37983 0.49085 0.12582
H: 1.17252 2.96721 0.87971
H: 1.41063 2.88959 -0.78555
H: 2.53935 2.07455 0.25092
H: 1.66864 -0.06274 1.24896
H: 0.76326 -2.09387 1.41373
H: -1.19460 -2.96305 -1.87081
H: 0.08485 -1.87622 -2.02325
H: -1.45301 -3.01017 1.40799
H: -1.82630 3.00607 -0.80575

## Properties
Energy above the lowest of the compared OMol25 structures with the same formula, charge and spin (kJ/mol): 0.0
Multiplicity: 1
F_max (eV/A): 5.185
Charge: +1
E_HOMO (eV): -12.4
Calculated total energy (eV): -81986.939
Structure (SMILES): CC(/C=C\C(=[NH2+])O)=C(\O)Br



No. 6
The following is a DFT calculation (ωB97M-V with the def2-TZVPD basis set) of a structure of composition C6H9BrO6Si.

Cartesian coordinates (Å):
C: -0.81863 -0.54527 1.44285
C: -0.09802 -1.83297 -1.47333
C: 1.06693 2.37409 -0.68672
C: -1.65019 -0.93920 2.60214
C: -0.60319 -2.11157 -2.85634
C: 0.82571 3.46941 0.32942
O: 0.48107 -0.79727 1.51743
O: -0.48470 -2.43162 -0.50249
O: 0.90573 2.32314 -1.83689
O: -1.17519 0.14079 0.51486
O: 0.89099 -0.90080 -1.30308
O: 1.65661 1.32056 0.01498
Si: 1.27656 -0.26009 0.18054
Br: 3.19972 -1.11955 0.70526
H: -1.07223 -1.71216 3.27618
H: -1.94131 -0.07989 3.32215
H: -2.54499 -1.64946 2.30171
H: 0.10307 -2.81514 -3.43948
H: -1.61799 -2.45958 -2.56826
H: -0.55761 -1.23037 -3.53584
H: 0.22181 2.99878 1.14271
H: 0.14751 4.33978 0.06611
H: 1.78835 3.91840 0.78607

## Properties
Energy above the lowest of the compared OMol25 structures with the same formula, charge and spin (kJ/mol): 75.8
Multiplicity: 1
F_max (eV/A): 4.260
E_HOMO (eV): -10.5
Calculated total energy (eV): -96578.012



No. 7
The following is a DFT calculation (ωB97M-V with the def2-TZVPD basis set) of a cluster of 2 separate species, C6H9Cl in total.

Cartesian coordinates (Å):
C: -1.32164 -0.81162 -1.09102
C: -0.34597 -0.68040 0.10040
C: -0.15523 -1.60867 1.08345
C: 0.49350 0.45466 -0.09576
C: -0.10549 1.82522 0.31604
C: 1.81715 0.53476 -0.08959
H: -0.59249 -0.79760 -2.01594
H: -2.33720 -0.22763 -1.21323
H: -1.61484 -1.97405 -1.11608
H: -0.80922 -2.37786 1.12583
H: 0.54808 -1.46835 1.96803
H: 0.02843 1.67246 1.80661
H: -1.31022 1.80461 -0.04489
H: 0.56759 2.68304 -0.23748
H: 2.00777 1.58112 -0.23128
Cl: 3.12977 -0.60969 -0.26508

## Properties
Energy above the lowest of the compared OMol25 structures with the same formula, charge and spin (kJ/mol): 380.7
Multiplicity: 1
F_max (eV/A): 4.868
E_HOMO (eV): -9.0
Calculated total energy (eV): -18885.470



No. 8
The following is a DFT calculation (ωB97M-V with the def2-TZVPD basis set) of an isolated molecule of C6H9Cl.

Cartesian coordinates (Å):
C: -1.16050 -0.36856 1.19620
C: -0.21876 -0.70006 0.32571
C: -0.31350 -1.93633 -0.52498
C: 0.98272 0.11409 0.07438
Cl: 2.51339 -0.72134 0.25110
C: 1.06003 1.82737 0.52876
C: 0.93472 1.28755 -0.86649
H: -2.05038 -0.96500 1.30511
H: -1.08668 0.50129 1.82267
H: 0.30350 -1.83697 -1.41454
H: 0.03256 -2.80695 0.03076
H: -1.34397 -2.11063 -0.82773
H: 2.02600 2.12259 0.89030
H: 0.19479 2.22067 1.02390
H: -0.02132 1.44288 -1.35510
H: 1.76623 1.43383 -1.54406

## Properties
Energy above the lowest of the compared OMol25 structures with the same formula, charge and spin (kJ/mol): 86.4
Multiplicity: 1
F_max (eV/A): 3.952
E_HOMO (eV): -8.9
Calculated total energy (eV): -18888.520
Structure (SMILES): C=C(C)C1(Cl)CC1



No. 9
The following is a DFT calculation (ωB97M-V with the def2-TZVPD basis set) of a structure of composition C6H9Cl2O6Y.

Cartesian coordinates (Å):
Y: 0.93438 -0.70498 -0.17284
C: -3.11943 0.73335 -1.07426
C: -1.67273 0.32828 -0.80403
O: -1.15588 0.57861 0.31798
O: -1.01250 -0.15902 -1.67464
H: -3.71375 -0.07148 -0.64166
H: -3.25204 0.59158 -2.14684
H: -3.40364 1.70681 -0.67464
C: -0.35830 -2.47533 3.64141
C: -0.00767 -1.78952 2.32618
O: -0.27087 -2.30560 1.24263
O: 0.74859 -0.78351 2.27000
H: 0.24849 -3.37876 3.70243
H: -1.38376 -2.78721 3.44325
H: -0.05692 -1.87787 4.50182
C: 1.87271 3.02055 -2.10586
C: 1.81576 1.65513 -1.39935
O: 1.95568 0.54443 -1.96826
O: 1.56597 1.58975 -0.18295
H: 2.75337 3.11367 -2.74136
H: 1.87035 3.88869 -1.44674
H: 1.04952 2.97969 -2.81915
Cl: 3.64745 -1.55778 0.36426
Cl: 0.94520 -2.83938 -1.95736

## Properties
Energy above the lowest of the compared OMol25 structures with the same formula, charge and spin (kJ/mol): 0.0
Multiplicity: 2
F_max (eV/A): 5.261
Charge: -1
E_HOMO (spin up / spin down) (eV): -6.5 / -6.4
Calculated total energy (eV): -44749.074
Expectation value of S²: 0.759



No. 10
The following is a DFT calculation (ωB97M-V with the def2-TZVPD basis set) of a structure of composition C6H9ClIrN2O10S2Te.

Cartesian coordinates (Å):
Ir: -0.79987 -1.30603 -0.66674
O: 0.76423 -1.97990 -2.33903
S: 1.52383 -1.88260 -1.09724
O: 2.93851 -2.15987 -1.16062
O: 0.82597 -2.70483 -0.06388
O: 1.31681 -0.44407 -0.61637
O: -1.07225 1.33985 1.53976
Cl: -0.96881 0.07471 2.19989
O: -1.48612 0.14981 3.49947
O: 0.38548 -0.35217 2.20515
O: -1.77892 -0.86059 1.43813
C: -5.53276 -1.17707 -0.05820
O: -4.78827 0.01875 -0.31314
C: -3.55992 -0.15457 -0.75467
O: -3.07826 -1.25298 -1.03201
N: -2.91094 1.02111 -0.97474
N: -1.51138 0.95821 -1.13847
H: -6.53742 -0.84871 0.19628
H: -5.08241 -1.72545 0.77054
H: -5.54094 -1.80858 -0.94686
H: -3.29049 1.84439 -0.51723
H: -1.03691 1.36882 -0.32103
H: -1.21855 1.40714 -2.00271
Te: 2.79057 -1.26352 1.38287
C: 3.86835 0.30130 0.55993
C: 5.04247 0.84969 1.05481
C: 5.57692 1.83934 0.22504
C: 4.79721 2.05599 -0.88049
S: 3.41004 1.04397 -0.94234
H: 5.47559 0.52383 1.98543
H: 6.49366 2.36212 0.43490
H: 4.98456 2.76192 -1.66642

## Properties
Energy above the lowest of the compared OMol25 structures with the same formula, charge and spin (kJ/mol): 528.8
Multiplicity: 2
F_max (eV/A): 2.643
E_HOMO (spin up / spin down) (eV): -7.7 / -7.7
Calculated total energy (eV): -74134.160
Expectation value of S²: 0.758



Copy entry 7 word for word.
The following is a DFT calculation (ωB97M-V with the def2-TZVPD basis set) of a cluster of 2 separate species, C6H9Cl in total.

Cartesian coordinates (Å):
C: -1.32164 -0.81162 -1.09102
C: -0.34597 -0.68040 0.10040
C: -0.15523 -1.60867 1.08345
C: 0.49350 0.45466 -0.09576
C: -0.10549 1.82522 0.31604
C: 1.81715 0.53476 -0.08959
H: -0.59249 -0.79760 -2.01594
H: -2.33720 -0.22763 -1.21323
H: -1.61484 -1.97405 -1.11608
H: -0.80922 -2.37786 1.12583
H: 0.54808 -1.46835 1.96803
H: 0.02843 1.67246 1.80661
H: -1.31022 1.80461 -0.04489
H: 0.56759 2.68304 -0.23748
H: 2.00777 1.58112 -0.23128
Cl: 3.12977 -0.60969 -0.26508

## Properties
Energy above the lowest of the compared OMol25 structures with the same formula, charge and spin (kJ/mol): 380.7
Multiplicity: 1
F_max (eV/A): 4.868
E_HOMO (eV): -9.0
Calculated total energy (eV): -18885.470



Question: Look up the energy above the lowest of the compared OMol25 structures with the same formula, charge and spin of the tenth one.
Answer: 528.8 kJ/mol